Here is a molecular structure, C28H33Cl2F6MnN7O4P from the OMol25 dataset. Energies are from ωB97M-V/def2-TZVPD.

```
82
Properties=species:S:1:pos:R:3:mulliken_charge:R:1
Mn 11.69011 22.52123 -0.89458 0.437
P 12.93712 19.13029 -0.37884 1.896
F 13.61433 17.68500 -0.14783 -0.364
F 14.37521 19.85040 -0.19092 -0.427
F 13.18841 19.08716 -1.97249 -0.390
F 12.31309 20.65535 -0.44133 -0.105
F 11.49130 18.41231 -0.47450 -0.362
F 12.79505 19.22361 1.28958 -0.333
N 10.16302 21.47592 -2.08761 0.283
C 10.44995 20.45829 -3.01553 -0.152
C 9.47838 19.58987 -3.54000 -0.903
C 8.16131 19.84615 -3.21197 -0.158
C 7.77385 20.93239 -2.50268 -0.680
C 8.79162 21.63709 -1.85195 -0.230
H 11.49886 20.31799 -3.23120 0.274
H 9.76232 18.69925 -4.08090 0.461
H 7.47806 19.03861 -3.42979 0.391
H 6.73201 20.98969 -2.22394 0.391
H 8.53984 22.36890 -1.09864 0.393
N 12.98856 22.46766 -2.70198 0.235
C 14.23872 21.88993 -2.64280 -0.047
C 14.97959 21.53885 -3.78986 -0.969
C 14.53514 21.84646 -5.01387 -0.227
C 13.31923 22.52469 -5.18042 -0.679
C 12.57401 22.74871 -4.02301 -0.306
H 14.86083 21.79380 -1.76521 0.345
H 15.98230 21.14096 -3.73815 0.448
H 15.14979 21.62635 -5.87420 0.411
H 12.91799 22.76193 -6.15464 0.428
H 11.67718 23.32026 -4.21128 0.373
N 13.25730 23.30955 0.35317 0.536
C 13.70102 22.63520 1.48301 0.060
C 14.64104 23.12679 2.38284 -0.952
C 15.15652 24.40238 2.11217 -0.175
C 14.69680 25.13654 1.01211 -0.792
C 13.78801 24.55480 0.18966 -0.383
H 13.42648 21.60098 1.62930 0.374
H 14.98326 22.47080 3.16959 0.263
H 15.87508 24.89796 2.74815 0.380
H 15.09008 26.11310 0.77116 0.417
H 13.51621 25.09047 -0.70787 0.400
N 10.40910 22.33470 0.78766 0.540
C 10.16899 23.41806 1.61371 -0.746
C 9.42248 23.36608 2.79723 -0.555
C 9.03404 22.15038 3.26316 -0.704
C 9.21601 21.03915 2.43265 -0.680
C 9.85309 21.17434 1.21448 -0.311
H 10.74876 24.29075 1.35164 0.298
H 9.29050 24.27326 3.36820 0.399
H 8.40760 22.05726 4.13797 0.371
H 8.86624 20.04109 2.65157 0.469
H 9.97956 20.28536 0.61436 0.371
N 8.16132 15.16904 2.50517 -0.594
C 9.34449 14.89203 3.12835 -0.199
C 10.58953 15.29303 2.70478 -0.742
C 10.61710 15.99837 1.49721 0.051
C 9.47446 16.39505 0.85366 0.203
C 8.26954 15.86671 1.34513 -0.805
H 9.21939 14.35357 4.05615 0.374
H 11.44788 15.16686 3.34800 0.387
H 11.59056 16.25398 1.10551 0.368
H 9.48363 16.96535 -0.06344 0.560
H 7.32351 16.11707 0.88822 0.391
C 15.29689 15.53443 -1.52494 -0.559
N 15.63899 14.45239 -2.41050 0.902
O 16.81789 14.26036 -2.74700 -0.559
O 14.72062 13.79345 -2.81341 -0.531
H 16.19626 15.85968 -1.00201 0.324
H 14.64247 15.11735 -0.75951 0.258
H 14.83750 16.32206 -2.12218 0.164
C 11.16453 15.56507 -2.42710 -0.341
N 9.74460 15.26768 -2.83822 0.996
O 8.99526 14.61823 -2.10315 -0.543
O 9.38419 15.80265 -3.85627 -0.584
H 11.22757 16.65303 -2.40611 -0.078
H 11.90839 15.29391 -3.17626 0.333
H 11.28597 15.23384 -1.39577 0.238
C 15.20907 18.73091 3.70057 0.251
Cl 16.73329 18.14016 4.28767 -0.179
Cl 14.50194 20.12438 4.54744 -0.172
H 15.16817 18.91445 2.62691 -0.120
H 14.47976 17.95564 3.93536 0.192
```

## Properties
2S+1 = 7
Gap between HOMO and LUMO (alpha / beta) = 3.089 / 7.166 eV
LUMO (alpha / beta) = -0.71 / -0.85 eV
Expectation value of S² = 12.020

***

Here is 6 unconnected molecules or ions with the total composition C30H63F4N8O5 from the OMol25 dataset. Energies are from ωB97M-V/def2-TZVPD.

```
110
Properties=species:S:1:pos:R:3:mulliken_charge:R:1
F -0.89069 -2.32898 1.88429 -0.240
C -1.34729 -0.98588 2.15320 0.072
F -2.76181 -1.06477 2.26275 -0.206
C -0.82186 -0.04122 0.97290 0.989
F -1.16986 -0.63539 -0.29251 -0.241
F 0.61506 -0.02780 1.08827 -0.238
C -1.27471 1.47947 1.06537 -0.091
C -0.29008 2.67520 1.24735 -0.603
N -1.16789 3.84503 1.29071 -0.079
C -2.56846 3.55706 1.14618 -0.246
N -2.57395 2.11552 1.01335 0.400
C -3.87095 1.42629 0.88266 0.180
C -4.23535 0.43176 -0.26767 -0.115
C -5.58616 -0.31655 -0.42916 -0.380
N -6.61416 -0.15378 0.53732 -0.488
C -6.30992 0.71746 1.61709 -0.487
C -5.05670 1.56610 1.92026 -0.112
H -0.94048 -0.68371 3.17419 0.263
H 0.85357 2.64136 1.32354 0.443
H -0.78194 4.79174 1.43239 0.270
H -3.47581 4.25606 1.15466 0.426
H -3.42645 0.23321 -1.06312 0.302
H -5.72133 -1.02689 -1.32426 0.352
H -7.14442 0.81003 2.41127 0.371
H -4.95277 2.23679 2.85039 0.375
C 3.19153 -0.03932 -1.30219 -1.339
C 4.63488 0.44563 -1.40160 0.928
C 5.67199 -0.62124 -0.99693 -0.063
O 5.79063 -0.81732 0.41025 -0.513
C 4.80843 -1.67612 0.96894 -0.546
N 4.78077 1.67120 -0.60457 -0.746
H 2.83275 -0.08144 -0.27220 0.002
H 2.52616 0.64050 -1.84313 0.422
H 3.08022 -1.03362 -1.74305 0.373
H 4.81833 0.69666 -2.45188 -0.070
H 6.65542 -0.27333 -1.32675 -0.237
H 5.49188 -1.57376 -1.50769 0.422
H 4.52531 -2.47948 0.28535 0.293
H 3.92836 -1.09858 1.26495 0.123
H 5.22561 -2.12416 1.87318 0.314
H 5.71713 2.04511 -0.75029 0.301
H 4.78209 1.39400 0.37766 0.336
C -7.31586 3.81233 -5.06755 -1.382
C -7.05415 2.31653 -5.22225 0.334
C -6.96173 1.56599 -3.87724 -0.736
O -5.72761 1.75234 -3.18504 -0.347
C -5.65636 2.94755 -2.43261 -0.336
N -5.84420 2.12647 -6.03261 -0.743
H -6.42772 4.36423 -4.75427 0.273
H -7.63553 4.24024 -6.02135 0.347
H -8.10856 3.99839 -4.33749 0.343
H -7.90324 1.89641 -5.77215 0.435
H -7.01777 0.49238 -4.08807 0.330
H -7.81090 1.79962 -3.22532 0.424
H -6.62166 3.22491 -1.99887 0.320
H -5.27043 3.75981 -3.05212 0.303
H -4.94642 2.78993 -1.61667 -0.139
H -5.72647 1.13112 -6.21550 0.276
H -5.04473 2.35926 -5.44298 0.325
C 9.15275 0.73961 -6.19539 -1.413
C 7.70142 0.42879 -5.83944 0.312
C 7.24456 1.06412 -4.50959 -0.759
O 7.71753 0.39048 -3.34522 -0.207
C 9.03972 0.73644 -2.96288 -0.837
N 7.51366 -1.02777 -5.83596 -0.736
H 9.86375 0.15802 -5.60609 0.283
H 9.34270 0.50343 -7.24582 0.361
H 9.37424 1.80029 -6.04788 0.339
H 7.07733 0.85203 -6.63424 0.422
H 6.15192 0.99402 -4.46278 0.290
H 7.48988 2.13128 -4.46667 0.440
H 9.26839 1.78574 -3.17067 0.364
H 9.75878 0.08416 -3.46197 0.237
H 9.13550 0.56799 -1.88780 0.305
H 6.52508 -1.22930 -5.69399 0.270
H 7.95691 -1.38849 -4.99056 0.331
C 6.37522 -5.29782 2.39235 -1.397
C 4.86360 -5.39417 2.20307 0.328
C 4.29810 -6.80398 2.47373 -0.811
O 4.53052 -7.73898 1.42453 -0.388
C 5.81601 -8.33910 1.44547 -0.635
N 4.52200 -4.92414 0.85396 -0.500
H 6.93134 -5.74308 1.56571 0.305
H 6.68241 -4.24997 2.45384 0.298
H 6.68665 -5.79021 3.31759 0.370
H 4.40426 -4.71356 2.92902 0.341
H 3.20852 -6.71888 2.55151 0.348
H 4.64820 -7.20195 3.43273 0.446
H 6.18271 -8.49401 2.46434 0.296
H 6.52338 -7.73446 0.87424 0.225
H 5.74291 -9.31101 0.95315 0.257
H 3.50709 -4.89856 0.76494 0.270
H 4.80276 -5.65441 0.19865 0.265
C -8.37285 2.45400 7.34927 -1.371
C -7.57101 1.25251 6.85593 0.347
C -6.28553 1.64114 6.09576 -0.856
O -6.50742 2.09379 4.75980 -0.183
C -6.88470 3.45858 4.65741 -0.745
N -8.44542 0.39927 6.04083 -0.711
H -8.92641 2.94747 6.54835 0.269
H -9.10727 2.13737 8.09437 0.353
H -7.72024 3.19472 7.81976 0.344
H -7.26659 0.68330 7.74086 0.422
H -5.66833 0.74112 5.99913 0.324
H -5.68889 2.36865 6.65728 0.424
H -6.40124 4.07870 5.41770 0.372
H -7.96987 3.55505 4.72159 0.213
H -6.58138 3.82062 3.67156 0.245
H -7.93705 -0.44865 5.79388 0.277
H -8.57921 0.86952 5.14526 0.305
```

## Properties
Total charge = +1
Gap between HOMO and LUMO = 6.207 eV
LUMO = -4.32 eV

***

Number 1: DFT total energy -4782.9081 Eh. Number 2: DFT total energy -2394.0181 Eh.